120
Properties=species:S:1:pos:R:3:forces:R:3:lowdin_charge:R:1 method="wB97M-V/def2-TZVPD" max_force_ev_per_a=4.18 relative_energy_kcal_mol=0.00 multiplicity=1 e_tot_ha=-5584.59473 total_charge=0 homo_ev=-8.5 gap_ev=8.464
S 13.6584 17.8292 15.9863 1.6749 0.9385 -1.1810 0.83
S 15.2490 13.8416 17.8933 -0.3130 2.9660 -0.0965 0.81
S 13.7368 17.1352 10.7393 0.5605 -0.5013 -0.7519 0.84
S 16.0997 11.3760 12.2842 0.4338 -1.8396 -1.9157 0.83
S 12.3912 7.7973 14.3957 -1.4234 0.5925 -0.1899 0.83
S 14.5442 11.9739 8.0917 -1.1392 0.3830 -0.2511 0.86
S 12.8587 13.7700 13.5214 -1.3248 1.7410 -1.5289 0.80
O 8.1946 10.5596 10.4416 -0.3875 -0.4357 -0.4010 0.06
O 8.3930 12.7349 16.9629 0.1444 -0.3495 0.4470 0.15
O 13.6505 11.4225 9.1687 0.6009 0.1079 0.0221 -0.53
O 9.4756 17.7882 11.2734 0.4121 -0.8611 0.3769 0.04
O 13.8050 14.2688 17.7876 0.7335 -0.8524 0.3940 -0.55
O 8.9121 11.8190 12.0589 0.3407 1.1276 1.3273 0.04
O 7.2169 16.0887 13.1870 0.3364 1.4635 0.0774 0.05
O 6.4733 15.5581 11.1364 -0.7012 0.8634 -2.8409 0.21
O 13.0740 15.8491 10.3673 -0.2335 -0.3469 -0.2118 -0.55
O 8.0143 10.7517 16.0418 0.4908 -0.9160 1.0112 0.02
O 12.3688 8.5049 9.8394 -0.4062 0.1597 0.0810 0.04
O 7.1352 14.0098 12.6009 -0.2549 -1.4716 -0.6877 0.06
O 16.5647 10.6096 11.0262 -0.3054 1.2507 1.8288 -0.56
O 12.3580 9.3222 7.7643 -0.7208 0.9581 0.5763 0.04
O 10.9658 8.2778 14.1517 1.0849 -0.3975 0.1760 -0.59
O 8.0304 10.9243 18.3234 0.6691 -0.9135 -1.4434 0.04
O 14.1976 13.5008 14.0516 1.8426 -0.8312 1.0957 -0.56
O 10.0091 15.6376 11.6201 0.2922 0.4005 1.5787 0.03
O 13.7671 7.6810 8.2876 0.6969 0.1292 0.3166 0.15
O 9.4864 12.3132 9.9789 1.7195 2.1527 -2.3942 0.20
O 10.0695 17.1082 13.3521 -0.2315 -0.3546 0.1722 0.14
O 13.8536 18.4924 14.6263 -0.2064 -0.6097 1.0658 -0.56
C 16.9664 10.5977 13.6817 -0.9626 0.3436 -1.1140 -0.22
C 13.4926 9.1653 14.0767 0.8315 -0.6334 1.6370 -0.28
C 12.9488 16.2659 15.7008 0.7446 -0.2295 -1.0584 -0.30
C 15.1141 16.7326 11.7600 0.8261 0.5356 0.1532 -0.26
C 9.4579 17.1925 9.9736 0.7475 -0.6307 -1.0612 -0.10
C 7.8140 9.8837 11.6339 -0.6465 -1.3065 0.5205 -0.11
C 11.3188 10.1081 8.4581 1.2582 -0.1369 0.6099 -0.10
C 12.2635 18.5508 16.7360 -0.5254 0.3998 0.1367 -0.28
C 8.1041 10.8652 12.7527 -0.1099 0.4261 0.0452 -0.11
C 7.8602 14.0272 13.8094 1.4526 0.6604 0.5632 -0.15
C 12.7085 17.9379 11.8724 0.4371 0.8640 0.6867 -0.27
C 8.1301 9.4691 18.0897 0.2264 1.1977 -2.0174 -0.06
C 15.5236 12.5301 16.8056 0.9691 -1.5107 -0.3052 -0.31
C 15.8743 10.8358 7.9103 0.2285 -0.4261 0.4210 -0.25
C 15.4219 13.3028 8.8592 0.2107 1.3622 -0.8950 -0.26
C 9.8560 16.8452 12.2127 -0.0329 0.6093 -1.5104 -0.57
C 16.9134 12.9445 12.3709 -0.1885 0.7612 -0.6923 -0.26
C 9.8651 15.7035 10.2181 -1.3509 0.4504 -0.4576 -0.11
C 7.5207 15.3720 14.4056 -1.4328 -0.8708 -0.9805 -0.07
C 11.2159 9.3625 9.7964 -0.5134 -0.0065 -0.2924 -0.11
C 12.8894 6.8177 12.9879 -1.1619 0.0742 -0.0267 -0.25
C 15.4984 13.0333 19.4498 0.7840 -1.1356 -0.3868 -0.27
C 8.9199 11.6588 10.7413 -1.8638 -2.4323 2.1664 -0.62
C 6.9349 15.2598 12.1552 0.4567 -0.7250 4.0940 -0.61
C 12.9518 8.4789 8.6274 -0.8746 -0.5323 -0.9262 -0.61
C 8.2120 11.5646 17.1041 -0.8906 0.4559 0.4695 -0.54
C 7.8589 9.3926 16.5073 -0.0026 0.5941 2.1340 -0.07
C 11.6546 12.6744 14.1654 0.1156 -0.2661 0.7398 -0.23
C 12.8574 13.1529 11.8669 -1.0258 -0.0885 -0.5011 -0.25
H 15.3615 12.8136 15.7701 -0.2081 0.4832 0.0254 0.01
H 7.4169 8.9130 18.6748 -0.4757 0.2309 0.1290 0.12
H 16.5164 11.0822 14.5320 -0.0981 -0.2602 0.6755 0.02
H 7.6653 13.1937 14.4766 -0.2467 -0.1309 -0.2910 0.11
H 14.6584 13.9614 9.3005 0.2793 -0.3261 0.1929 0.04
H 6.7305 9.5819 11.5993 1.1456 0.3557 -0.1909 0.15
H 13.4336 9.6075 13.1080 -0.3284 0.3005 -0.7321 0.04
H 16.7599 11.2474 7.4159 -0.2851 0.0400 0.0809 0.07
H 6.5822 15.2489 14.9491 0.0760 0.5425 0.3296 0.14
H 17.9870 12.8827 12.5413 -0.0549 -0.1194 0.3266 0.06
H 13.6972 15.7148 15.1099 -0.3314 -0.0139 0.4185 0.03
H 15.9211 13.9299 8.0782 -0.2263 -0.6560 0.4667 0.08
H 10.2531 8.7841 9.7423 1.0565 0.1985 0.7919 0.14
H 15.8494 16.3074 11.0790 0.0516 -0.3335 0.2188 0.05
H 7.1556 11.2712 13.1285 0.3982 0.5513 -0.1874 0.13
H 12.5840 19.5570 16.9946 -0.3563 0.0534 0.2902 0.05
H 16.1536 12.8960 9.5369 0.0832 -0.0125 0.4170 0.01
H 11.7559 12.7498 15.2480 -0.3631 0.0454 0.0851 0.07
H 12.0954 16.4741 15.0920 -0.8349 -0.2366 -0.4229 0.03
H 9.1181 9.0957 18.3331 0.2879 0.3157 0.1056 0.12
H 15.4565 10.0070 7.3644 0.0103 -0.3746 -0.3888 0.04
H 9.0685 14.9864 9.9791 0.3456 0.2582 -0.3154 0.12
H 16.7908 13.4261 11.3801 -0.2011 -0.1727 0.6709 0.04
H 18.0094 10.8463 13.6061 0.4922 -0.3417 -0.0120 0.05
H 8.6968 10.5543 13.6240 -0.2330 -0.4411 -0.5206 0.12
H 12.3575 17.3060 12.6658 -0.0062 -0.4697 0.2849 0.04
H 14.4902 8.6920 14.2161 -0.4120 0.5875 -0.0332 0.05
H 16.5395 12.6192 19.5007 -0.9784 0.2903 -0.0806 0.08
H 16.6128 12.2534 16.9165 -1.1916 -0.1280 0.0399 0.08
H 13.6441 13.6836 11.3360 -0.0036 -0.2151 -0.0458 0.02
H 14.7981 11.7498 17.0529 0.3712 -0.3666 -0.0496 0.07
H 16.7000 9.5437 13.5326 0.4072 0.2599 0.5236 0.05
H 16.3181 13.4774 13.1281 0.5181 0.1612 -0.1478 0.04
H 10.2241 17.6205 9.2660 -0.6870 0.1268 1.0416 0.14
H 10.4070 10.0314 7.8969 -0.2449 0.0833 -0.3669 0.12
H 11.3939 18.5616 16.0751 0.1450 0.0297 -0.1038 0.07
H 14.7382 12.2748 19.5318 -0.1564 -0.6117 0.1446 0.05
H 11.3253 10.0358 10.6566 -0.5202 -0.2347 -0.1989 0.13
H 15.3469 13.7273 20.2415 -0.0259 0.7807 0.4685 0.04
H 16.0667 10.5007 8.9289 0.3828 0.0036 0.0455 0.03
H 12.7459 15.7794 16.6308 -0.1301 -0.4104 0.4213 0.03
H 8.3122 15.8261 14.9787 0.0926 0.3095 -0.0727 0.13
H 10.8024 15.4714 9.7338 0.1938 -0.2156 0.0585 0.10
H 13.3029 9.8626 14.9098 0.2290 -0.0075 -0.5595 0.05
H 8.4410 9.0000 11.7800 -0.1260 -0.1128 -0.3802 0.12
H 12.9758 12.0583 11.8857 0.1341 0.4170 -0.2419 0.05
H 11.8840 13.4561 11.4049 0.7251 -0.3644 0.2720 0.07
H 12.0630 17.9147 17.5927 -0.1322 0.2792 0.3978 0.06
H 12.4262 5.8230 13.1435 0.6651 0.4788 -0.4065 0.07
H 12.5089 7.3282 12.1013 -0.2121 -0.2165 -0.0511 0.05
H 13.9574 6.8808 12.9250 0.6183 -0.6586 0.0976 0.05
H 13.2856 18.7597 12.3363 -0.5538 -0.1768 -0.3342 0.07
H 8.4752 17.3080 9.5085 0.0725 -0.0313 0.3430 0.13
H 8.5549 8.7443 16.0018 0.0423 -0.1941 -0.3035 0.11
H 11.6408 11.1447 8.6608 -0.0670 -0.6676 -0.7182 0.10
H 6.8209 9.1399 16.4192 -0.4296 -0.4099 -0.6421 0.12
H 8.9194 14.0915 13.5716 0.1819 -0.5208 -0.1790 0.11
H 14.9619 16.1773 12.6763 -0.5062 -0.6047 -0.1061 0.05
H 11.8958 18.2546 11.2481 -0.5488 0.6121 0.0147 0.04
H 15.5132 17.6745 12.1073 0.2224 0.5084 -0.0228 0.05
H 11.8469 11.6601 13.8588 -0.0529 -0.4971 -0.1797 0.04
H 10.6944 13.0346 13.8046 -0.0911 -0.1270 0.1024 0.04


113
Properties=species:S:1:pos:R:3:forces:R:3:lowdin_charge:R:1 method="wB97M-V/def2-TZVPD" max_force_ev_per_a=2.13 multiplicity=1 e_tot_ha=-3677.45281 total_charge=0 homo_ev=-7.7 gap_ev=7.942
I 5.4462 2.1766 -1.5989 -0.0946 -0.1003 -0.0154 0.97
S 3.2262 0.0637 -4.7233 -0.5097 -0.2137 -0.6176 0.55
P 3.9937 -1.2415 -1.8235 2.0578 -0.2275 0.4964 0.81
P 2.8587 3.2133 -3.0416 1.3343 1.1341 -0.6365 0.97
O 2.2610 -0.0424 -3.4597 0.4286 -0.2442 -0.1242 -0.24
O -5.6090 2.0057 -2.7242 0.5493 -0.6620 0.6371 0.09
O 3.4744 -2.4979 1.3568 -0.0905 0.0773 0.0209 -0.03
O -7.1899 -2.6660 -1.1931 -0.0708 -0.1325 0.0031 0.01
O 2.4173 0.4934 -5.8085 0.0808 0.4834 0.1477 -0.22
O 4.0317 -1.0798 -4.9644 0.1594 -0.1512 0.5184 -0.24
O 0.2370 5.3044 1.4737 0.1527 0.0009 -0.0051 0.01
O -3.7289 2.8484 3.7335 0.1701 0.0164 -0.1069 0.01
O 4.1551 1.1918 -4.1000 0.2725 0.1097 -0.0819 -0.29
O 7.8563 -6.0178 2.7904 -0.1176 -0.0318 -0.0976 0.01
O -4.8168 1.0172 -0.8451 0.3696 -0.0481 -0.6609 -0.02
N 8.9428 -6.6637 0.9021 0.1229 -0.0757 -0.1391 -0.20
N -1.9274 5.7022 1.9757 -0.2609 0.1105 0.0057 -0.17
N 5.5450 -1.0713 -1.5932 -0.6109 -0.2469 -0.0666 -0.33
N -9.1050 -1.8093 -0.3275 -0.1542 0.0648 0.0743 -0.20
N 3.5875 -4.5938 2.1966 0.0011 -0.2305 0.0838 -0.19
N -2.4314 1.1237 4.4628 0.0477 -0.1126 0.0383 -0.19
C -2.7696 1.7139 0.1757 -0.2490 -0.1202 -0.6278 -0.18
C 4.9124 -4.8007 1.6264 -0.1410 0.1727 -0.0817 -0.04
C -5.4884 -0.3872 -2.6545 -0.6062 0.3191 1.0275 0.02
C 7.7292 -6.6091 0.1045 0.0079 0.0661 0.2721 -0.04
C -7.7999 -1.7685 -0.6456 0.1444 0.1140 0.0584 -0.36
C 2.1775 3.8513 -1.4518 -0.8683 -0.3406 0.1231 -0.39
C 1.9670 0.5459 -1.1302 -0.2317 0.1874 -0.0016 -0.16
C -2.3338 -0.0797 5.2659 0.1221 0.1128 -0.1294 -0.06
C -5.3088 1.0030 -2.1053 -0.4798 0.7140 -0.7767 -0.52
C 10.1884 -7.0517 0.2696 -0.2114 0.0360 -0.0604 -0.06
C 3.0189 0.3416 -2.2393 -1.1139 -1.1183 -0.2060 -0.54
C 0.6466 3.7923 -1.2916 0.0112 0.2912 0.0152 -0.16
C 0.9139 4.4150 -4.5678 0.4116 -0.2840 -0.2857 -0.15
C -0.6226 6.0145 1.9633 0.0548 -0.0342 0.0483 -0.34
C -0.4154 0.8660 -0.3786 -0.1571 -0.2770 -0.7680 -0.20
C 2.9699 -5.6612 2.9582 0.1861 0.0465 -0.0834 -0.05
C -1.2587 1.5766 3.7319 -0.1511 0.1356 0.0074 -0.02
C -1.7096 1.4863 -0.8946 0.1669 0.0909 0.3136 -0.20
C -2.9323 6.5531 2.5813 -0.0070 -0.1867 -0.0604 -0.05
C -9.8621 -3.0066 -0.6541 0.1646 0.0198 -0.0330 -0.04
C 0.4970 0.4847 -1.5688 0.1534 0.1613 0.9489 -0.17
C 8.8712 -6.3509 2.2077 0.0983 0.0384 0.1639 -0.35
C 2.9853 -3.4169 1.9947 -0.0145 0.0745 -0.0301 -0.35
C 1.5263 3.0349 -4.2962 -0.5154 -0.0007 0.7660 -0.42
C -4.0695 2.1898 -0.4727 0.3363 -0.2188 0.6843 -0.16
C -9.7739 -0.7019 0.3262 -0.0462 -0.2014 -0.0810 -0.06
C -2.3335 4.4521 1.3550 0.2968 0.6885 0.1072 -0.06
C -3.5728 1.8284 4.3794 -0.2043 0.0064 0.1238 -0.34
C 3.7491 1.5724 -2.7590 -0.4800 0.3299 0.1635 -0.98
H 5.6039 -4.0587 2.0220 0.0888 -0.0580 -0.0264 0.10
H -2.9767 0.7761 0.6868 -0.0110 -0.0307 0.3340 0.12
H 5.7560 -1.3559 -0.6435 0.2394 0.2066 0.1114 -0.05
H -9.4279 -3.8724 -0.1539 -0.0356 -0.0365 -0.0230 0.09
H 2.0197 2.7267 -5.2084 0.0255 -0.3606 -0.0330 0.06
H 0.2730 -0.5429 -1.8358 -0.1811 0.0104 -0.5564 0.12
H -0.6892 -0.0369 0.1650 0.2032 -0.0697 0.3435 0.12
H 2.1098 1.4896 -0.6112 0.3326 0.0242 -0.1091 0.09
H -10.8933 -2.8818 -0.3349 -0.0096 0.0402 0.0183 0.08
H 3.5916 -5.9154 3.8180 -0.0425 -0.0522 0.0220 0.09
H 5.2765 -5.7937 1.8699 -0.0155 0.0001 0.1061 0.07
H -9.0690 0.1087 0.4970 0.0332 -0.0013 -0.0135 0.08
H -4.6637 2.7743 0.2222 -0.1864 0.1151 -0.0204 0.12
H 9.8443 -6.4235 2.7216 0.0077 -0.0025 -0.0113 0.13
H -7.3142 -0.8193 -0.3557 -0.0311 0.0109 0.0050 0.13
H -9.8327 -3.1866 -1.7288 -0.0298 -0.0473 0.0029 0.09
H 7.3194 -5.5991 0.1300 -0.0643 -0.0219 -0.0830 0.09
H -1.8311 3.6229 1.8449 0.0543 0.2805 0.1774 0.06
H 4.8614 -4.6816 0.5426 0.0753 0.0013 -0.0030 0.09
H -2.4306 2.4729 0.8775 -0.1750 -0.8309 -0.2200 0.04
H -2.0508 4.4536 0.2994 0.0110 -0.0128 0.0088 0.10
H -3.8174 2.7742 -1.3500 -0.3522 0.2050 -0.1892 0.12
H -1.4718 1.6036 2.6639 0.0740 -0.0411 -0.0116 0.06
H 1.6919 5.0474 -4.9890 0.0152 0.3176 0.1547 0.07
H -2.4633 7.4415 2.9993 0.0385 0.0058 -0.0091 0.08
H 7.9486 -6.8884 -0.9219 0.0538 -0.0028 -0.0077 0.09
H 0.2466 4.7996 -1.2305 -0.0938 0.1267 0.0309 0.07
H -6.4933 -0.4208 -3.0610 0.0328 -0.1015 -0.4716 0.09
H -0.9791 2.5816 4.0509 0.0481 0.0013 -0.0267 0.10
H -1.4833 2.4508 -1.3504 -0.0698 -0.0322 -0.1103 0.09
H -10.1820 -1.0221 1.2869 -0.0207 0.0727 0.0199 0.09
H -2.0675 -0.9312 4.6367 -0.0098 -0.0485 0.0550 0.09
H -4.3889 1.3890 4.9775 0.0028 -0.0161 -0.0052 0.13
H 10.4343 -6.3566 -0.5352 0.0687 -0.0306 -0.0107 0.09
H -2.0924 0.8472 -1.6914 -0.1936 -0.1036 -0.0558 0.13
H -3.4460 6.0131 3.3784 -0.0386 0.0421 0.0101 0.09
H -3.6650 6.8605 1.8328 -0.0325 0.0538 0.0457 0.09
H 2.6349 3.3569 -0.6011 0.3223 -0.0497 -0.0558 0.04
H -5.4730 -1.0978 -1.8368 0.3073 -0.2891 -0.0945 0.06
H 1.9882 -3.3471 2.4601 0.0028 -0.0009 0.0121 0.13
H -4.7401 -0.6154 -3.4014 0.0878 0.0177 -0.1575 0.09
H 2.5026 4.8830 -1.3828 0.1425 0.1295 -0.1123 0.07
H 0.1247 1.5502 0.2721 -0.1612 -0.0738 0.3276 0.10
H 0.1382 3.3025 -2.1176 0.1367 -0.0471 -0.0596 0.04
H 6.9880 -7.2933 0.5201 -0.0632 0.0179 -0.0801 0.09
H 2.8520 -6.5481 2.3332 -0.0373 -0.0377 0.0515 0.09
H 0.1508 4.3167 -5.3346 -0.2160 0.0010 0.0073 0.07
H 3.7500 -2.1310 -2.8790 -0.6057 0.3211 -0.0741 0.01
H 2.0720 -0.2305 -0.3777 0.2065 -0.0015 0.2002 0.09
H -0.4315 0.8964 3.9149 0.0006 -0.0250 0.0253 0.09
H 10.1025 -8.0574 -0.1463 0.0749 -0.0032 -0.0169 0.09
H -3.4072 4.3253 1.4493 -0.0070 0.0189 0.1186 0.09
H 1.9899 -5.3477 3.3118 -0.0146 0.0325 -0.0106 0.08
H 3.3617 -1.7896 -0.7008 -0.5066 0.0942 -0.2310 -0.01
H 0.3495 3.2996 -0.3717 0.0962 0.1212 0.0012 0.04
H -1.5699 0.0428 6.0359 -0.0159 -0.0632 0.0318 0.09
H 0.4834 4.8726 -3.6861 -0.0550 0.1759 0.0775 0.05
H 0.7489 2.3245 -4.0210 -0.0394 -0.1768 -0.2401 0.06
H -10.5895 -0.3325 -0.2982 -0.0131 0.0628 0.0470 0.09
H 10.9944 -7.0419 0.9996 -0.0058 0.0098 0.0343 0.08
H -0.3938 6.9791 2.4468 -0.0136 -0.0035 -0.0070 0.13
H -3.2873 -0.2841 5.7473 -0.0263 0.0175 -0.0046 0.08
H 0.2863 1.1764 -2.3760 0.0760 -0.2054 -0.3108 0.08